No. 1
Computed, not measured: a structure of composition C24H31BiF9N2O5 in a non-equilibrium geometry, with ωB97M-V/def2-TZVPD.

Results
E_HOMO = -4.754 eV
E = -68906.5607 eV
relative energy (zero: lowest compared OMol25 entry of this formula, charge and spin) = 194.0 kJ/mol
LUMO = 0.1035 Ha
Kohn-Sham gap = 0.278 hartree
total charge = -1

Cartesian coordinates (Å):
Bi (-0.345, -0.346, 0.066)
C (-4.502, -0.732, 0.826)
C (-3.234, 0.090, 0.927)
O (-2.512, 0.106, -0.164)
C (-3.000, 0.791, 2.065)
C (-1.910, 1.719, 2.224)
C (-2.277, 3.134, 2.596)
N (-0.706, 1.368, 1.974)
N (0.290, 2.290, 1.886)
C (0.664, 2.459, 0.657)
O (0.145, 1.834, -0.358)
C (1.737, 3.426, 0.401)
C (2.218, 4.227, 1.434)
C (3.187, 5.177, 1.182)
C (3.692, 5.336, -0.100)
C (3.224, 4.535, -1.129)
C (2.249, 3.586, -0.883)
H (-4.285, -1.655, 0.297)
H (-5.257, -0.197, 0.252)
H (-4.890, -0.958, 1.816)
H (-3.774, 0.825, 2.820)
H (-3.153, 3.145, 3.239)
H (-2.509, 3.691, 1.688)
H (-1.440, 3.626, 3.084)
H (1.802, 4.083, 2.418)
H (3.551, 5.801, 1.988)
H (4.445, 6.088, -0.296)
H (3.625, 4.657, -2.127)
H (1.857, 2.968, -1.676)
C (-1.426, -3.835, 0.648)
O (-1.097, -3.324, 1.921)
C (0.257, -3.476, 2.254)
C (0.505, -2.774, 3.596)
O (0.655, -1.382, 3.520)
C (1.937, -0.937, 3.157)
H (-1.083, -4.872, 0.549)
H (-1.015, -3.230, -0.166)
H (-2.509, -3.798, 0.578)
H (0.906, -3.060, 1.468)
H (0.502, -4.549, 2.365)
H (1.375, -3.233, 4.092)
H (-0.387, -2.939, 4.205)
H (2.679, -1.223, 3.918)
H (1.868, 0.148, 3.092)
H (2.261, -1.335, 2.190)
F (-1.623, -1.427, -5.270)
C (-1.004, -1.226, -4.091)
F (-0.034, -2.142, -4.033)
F (-0.404, -0.038, -4.188)
C (-1.973, -1.335, -2.856)
O (-1.348, -1.690, -1.756)
C (-2.799, -0.002, -2.889)
F (-3.132, 0.288, -4.176)
F (-2.164, 1.073, -2.462)
F (-3.968, -0.102, -2.258)
C (-2.994, -2.476, -3.208)
F (-4.017, -2.132, -4.009)
F (-3.543, -2.971, -2.099)
F (-2.388, -3.511, -3.812)
C (3.768, 0.019, -1.947)
C (2.696, -0.459, -0.960)
C (2.990, -1.904, -0.550)
C (1.301, -0.357, -1.569)
H (4.769, -0.081, -1.529)
H (3.606, 1.065, -2.191)
H (3.715, -0.560, -2.867)
H (2.748, 0.178, -0.065)
H (3.062, -2.533, -1.434)
H (2.187, -2.300, 0.071)
H (3.928, -1.981, 0.002)
H (1.117, -1.213, -2.206)
H (1.184, 0.557, -2.138)

Atoms 1-3, force components in eV/Å:
Bi -0.24 -0.61 -0.81
C 0.23 0.08 -0.06
C -0.41 0.04 0.05

Here are the Mulliken charges for atoms 1 to 4, given in e: 2.349, -1.439, 0.838, -0.611

---

No. 2
Computed, not measured: a structure of composition C24H31BrN2OPtS in a non-equilibrium geometry, with ωB97M-V/def2-TZVPD.

Results
E_HOMO (spin up / spin down) = -6.433 / -6.299 eV
E = -114541.2096 eV
relative energy (zero: lowest compared OMol25 entry of this formula, charge and spin) = 118.8 kJ/mol
LUMO (spin up / spin down) = -0.0023 / -0.0002 Ha
Kohn-Sham gap (spin up / spin down) = 0.234 / 0.231 hartree
total charge = 0

Cartesian coordinates (Å):
Pt (-0.987, -2.158, -0.367)
C (5.033, 2.257, 0.337)
C (4.063, 2.755, -0.744)
C (4.685, 2.517, -2.127)
C (3.872, 4.260, -0.559)
C (2.743, 1.991, -0.639)
C (2.727, 0.612, -0.796)
C (1.527, -0.060, -0.716)
Br (1.573, -1.962, -0.959)
C (0.271, 0.534, -0.497)
O (-0.858, -0.130, -0.505)
C (0.298, 1.938, -0.291)
C (1.518, 2.601, -0.387)
C (-0.941, 2.808, 0.011)
C (-0.680, 3.614, 1.294)
C (-1.154, 3.778, -1.162)
C (-2.257, 2.051, 0.229)
H (5.981, 2.797, 0.277)
H (5.246, 1.193, 0.221)
H (4.611, 2.409, 1.332)
H (5.624, 3.067, -2.223)
H (4.009, 2.850, -2.917)
H (4.898, 1.460, -2.293)
H (4.837, 4.764, -0.649)
H (3.464, 4.496, 0.426)
H (3.206, 4.678, -1.316)
H (3.636, 0.056, -0.983)
H (1.505, 3.673, -0.251)
H (0.181, 4.278, 1.207)
H (-0.505, 2.942, 2.137)
H (-1.552, 4.230, 1.525)
H (-0.297, 4.439, -1.304)
H (-2.034, 4.399, -0.979)
H (-1.313, 3.225, -2.090)
H (-2.183, 1.329, 1.041)
H (-2.577, 1.513, -0.659)
H (-3.026, 2.785, 0.488)
C (-2.688, -2.110, 0.426)
C (-4.017, -2.201, -0.114)
C (-5.109, -1.838, 0.684)
C (-6.404, -1.941, 0.208)
C (-6.646, -2.430, -1.068)
C (-5.580, -2.799, -1.876)
C (-4.282, -2.673, -1.414)
H (-4.912, -1.469, 1.683)
H (-7.233, -1.647, 0.840)
H (-7.662, -2.520, -1.432)
H (-5.763, -3.169, -2.877)
H (-3.443, -2.937, -2.045)
S (-1.102, -4.475, -0.498)
C (-0.075, -4.795, 0.825)
N (0.916, -5.697, 0.828)
C (1.722, -5.581, 2.045)
C (0.779, -4.794, 2.973)
N (-0.149, -4.205, 2.014)
H (1.290, -6.010, -0.051)
H (2.635, -5.018, 1.839)
H (1.984, -6.556, 2.447)
H (1.308, -4.027, 3.534)
H (0.249, -5.446, 3.670)
H (-0.964, -3.652, 2.244)

Atoms 1-3, force components in eV/Å:
Pt -0.89 -0.04 -0.24
C 0.01 0.00 0.00
C -0.02 -0.01 0.01

Here are the natural (NBO) charges for atoms 1 to 4, given in e: 0.515, -0.594, -0.072, -0.595

---

No. 3
Computed, not measured: a structure of composition C24H31CsN6O2S2, with ωB97M-V/def2-TZVPD.

Results
E_HOMO = -7.437 eV
E = -60646.0865 eV
relative energy (zero: lowest compared OMol25 entry of this formula, charge and spin) = 66.9 kJ/mol
LUMO = 0.0045 Ha
Kohn-Sham gap = 0.278 hartree
total charge = 0

Cartesian coordinates (Å):
Cs (-0.102, -0.905, 0.573)
O (3.174, 2.319, 1.291)
C (2.817, 1.114, 1.320)
N (2.822, 0.196, 0.382)
C (3.403, 0.631, -0.869)
C (2.616, 0.242, -2.096)
C (3.279, 0.055, -3.311)
C (2.553, -0.223, -4.451)
C (1.170, -0.313, -4.359)
C (0.594, -0.126, -3.117)
N (1.288, 0.140, -2.008)
C (2.267, 0.617, 2.642)
C (3.028, -0.208, 3.468)
C (2.501, -0.615, 4.678)
C (1.221, -0.200, 5.026)
C (0.530, 0.605, 4.137)
N (1.033, 1.013, 2.969)
H (4.414, 0.219, -0.982)
H (3.528, 1.723, -0.894)
H (4.358, 0.130, -3.344)
H (3.053, -0.369, -5.401)
H (0.556, -0.524, -5.224)
H (-0.484, -0.190, -3.000)
H (4.012, -0.514, 3.142)
H (3.072, -1.250, 5.344)
H (0.765, -0.497, 5.960)
H (-0.481, 0.927, 4.364)
C (-5.075, 2.235, -0.483)
O (-4.141, 2.218, 0.597)
C (-3.450, 1.085, 0.843)
S (-3.651, -0.277, -0.098)
S (-2.383, 1.216, 2.172)
H (-5.498, 3.237, -0.478)
H (-5.854, 1.490, -0.329)
H (-4.577, 2.027, -1.429)
N (-0.875, 3.899, 1.482)
C (0.550, 3.803, 1.031)
C (0.579, 3.016, -0.268)
N (-0.257, 3.589, -1.314)
C (-1.626, 3.742, -0.857)
C (-1.764, 4.514, 0.454)
H (-0.937, 4.417, 2.355)
H (-1.268, 2.938, 1.706)
H (1.133, 3.301, 1.798)
H (0.920, 4.822, 0.892)
H (0.208, 2.009, -0.055)
H (1.611, 2.919, -0.592)
H (0.126, 4.470, -1.637)
H (-2.048, 2.743, -0.720)
H (-2.222, 4.243, -1.621)
H (-2.785, 4.465, 0.831)
H (-1.458, 5.554, 0.334)
N (0.208, -4.259, -0.326)
C (-0.886, -4.233, 0.550)
C (-2.177, -4.043, 0.061)
C (-3.240, -3.884, 0.936)
C (-3.038, -3.916, 2.308)
C (-1.755, -4.113, 2.796)
C (-0.684, -4.270, 1.930)
H (1.029, -4.717, 0.039)
H (-0.006, -4.579, -1.258)
H (-2.341, -3.994, -1.010)
H (-4.232, -3.713, 0.539)
H (-3.867, -3.774, 2.987)
H (-1.580, -4.137, 3.865)
H (0.318, -4.409, 2.322)

Atoms 1-3, force components in eV/Å:
Cs -0.06 -0.14 0.05
O 0.00 0.01 0.00
C -0.02 0.01 0.01

Here are the natural (NBO) charges for atoms 1 to 4, given in e: 0.916, -0.767, 0.556, -0.688

---

No. 4
Computed, not measured: an isolated molecule of C24H31N3O2, with ωB97M-V/def2-TZVPD.

Results
E_HOMO = -8.310 eV
E = -33957.9158 eV
relative energy (zero: lowest compared OMol25 entry of this formula, charge and spin) = 62.4 kJ/mol
LUMO = 0.0262 Ha
Kohn-Sham gap = 0.332 hartree
total charge = 0

Cartesian coordinates (Å):
C (-4.632, -2.504, 1.025)
O (-3.451, -3.267, 1.077)
C (-2.336, -2.774, 0.468)
C (-1.194, -3.572, 0.545)
C (-0.014, -3.161, -0.039)
C (0.063, -1.948, -0.715)
C (1.352, -1.467, -1.327)
N (1.920, -0.403, -0.513)
C (2.914, 0.425, -1.177)
C (4.251, -0.313, -1.369)
C (4.794, -0.821, -0.036)
C (3.720, -1.619, 0.699)
C (2.402, -0.829, 0.795)
C (2.545, 0.413, 1.700)
C (2.280, 1.709, 0.927)
N (0.872, 1.868, 0.625)
C (0.058, 2.525, 1.486)
O (0.441, 3.111, 2.481)
N (-1.294, 2.500, 1.187)
C (-1.959, 2.245, -0.009)
C (-1.346, 2.427, -1.247)
C (-2.039, 2.179, -2.418)
C (-3.356, 1.760, -2.371)
C (-3.977, 1.603, -1.144)
C (-3.301, 1.838, 0.043)
C (-3.989, 1.658, 1.364)
C (3.087, 1.734, -0.372)
C (-1.077, -1.163, -0.791)
C (-2.268, -1.562, -0.210)
H (-5.380, -3.084, 1.564)
H (-4.966, -2.350, -0.006)
H (-4.505, -1.534, 1.515)
H (-1.259, -4.512, 1.070)
H (0.858, -3.795, 0.028)
H (1.144, -1.041, -2.314)
H (2.033, -2.321, -1.465)
H (2.517, 0.670, -2.170)
H (4.971, 0.354, -1.845)
H (4.089, -1.160, -2.041)
H (5.111, 0.023, 0.579)
H (5.672, -1.448, -0.207)
H (4.058, -1.879, 1.704)
H (3.537, -2.554, 0.164)
H (1.637, -1.491, 1.215)
H (3.547, 0.457, 2.126)
H (1.840, 0.361, 2.530)
H (2.550, 2.564, 1.555)
H (0.498, 1.139, 0.031)
H (-1.858, 2.870, 1.939)
H (-0.329, 2.784, -1.288)
H (-1.548, 2.322, -3.369)
H (-3.901, 1.564, -3.283)
H (-5.011, 1.288, -1.106)
H (-4.976, 1.223, 1.225)
H (-4.114, 2.616, 1.870)
H (-3.405, 1.007, 2.016)
H (4.137, 1.889, -0.129)
H (2.760, 2.586, -0.969)
H (-1.046, -0.224, -1.322)
H (-3.129, -0.920, -0.302)

Atoms 1-3, force components in eV/Å:
C -0.17 0.10 -0.01
O 0.29 -0.14 -0.02
C 0.20 -0.07 -0.02

Here are the natural (NBO) charges for atoms 1 to 4, given in e: -0.252, -0.511, 0.379, -0.282

---

No. 5
Computed, not measured: an isolated molecule of C24H31N5O, with ωB97M-V/def2-TZVPD.

Results
E_HOMO = -7.823 eV
E = -34890.4679 eV
relative energy (zero: lowest compared OMol25 entry of this formula, charge and spin) = 0.0 kJ/mol
LUMO = 0.0238 Ha
Kohn-Sham gap = 0.311 hartree
total charge = 0

Cartesian coordinates (Å):
C (3.647, -3.058, -6.227)
C (2.334, -3.581, -5.644)
C (1.123, -2.992, -6.368)
C (2.262, -3.326, -4.136)
O (2.214, -4.235, -3.338)
N (2.262, -2.005, -3.813)
C (2.211, -1.397, -2.551)
C (2.191, 0.008, -2.535)
C (2.145, 0.724, -1.359)
C (2.117, 0.002, -0.177)
C (2.139, -1.414, -0.182)
C (2.185, -2.126, -1.374)
N (2.106, -1.866, 1.110)
C (2.063, -0.803, 1.862)
C (1.988, -0.831, 3.346)
C (0.532, -0.928, 3.842)
N (-0.280, 0.155, 3.302)
C (-1.096, -0.269, 2.177)
C (-1.763, 0.937, 1.516)
N (-2.573, 1.624, 2.496)
C (-3.647, 2.409, 2.093)
C (-3.873, 2.744, 0.756)
C (-4.988, 3.473, 0.386)
C (-5.904, 3.895, 1.333)
C (-5.692, 3.570, 2.663)
C (-4.587, 2.836, 3.039)
C (-1.776, 2.031, 3.632)
C (-1.128, 0.810, 4.280)
N (2.065, 0.365, 1.146)
C (2.016, 1.700, 1.671)
H (4.493, -3.471, -5.682)
H (3.705, -1.972, -6.178)
H (3.733, -3.353, -7.270)
H (2.311, -4.669, -5.758)
H (0.200, -3.343, -5.912)
H (1.130, -3.301, -7.412)
H (1.126, -1.903, -6.342)
H (2.297, -1.353, -4.583)
H (2.214, 0.542, -3.476)
H (2.134, 1.804, -1.372)
H (2.201, -3.201, -1.379)
H (2.529, -1.709, 3.698)
H (2.453, 0.065, 3.758)
H (0.127, -1.906, 3.557)
H (0.541, -0.871, 4.933)
H (-0.466, -0.780, 1.449)
H (-1.884, -0.970, 2.505)
H (-2.401, 0.574, 0.709)
H (-0.988, 1.596, 1.093)
H (-3.169, 2.450, -0.007)
H (-5.136, 3.720, -0.656)
H (-6.771, 4.467, 1.040)
H (-6.402, 3.883, 3.415)
H (-4.461, 2.570, 4.078)
H (-2.397, 2.550, 4.361)
H (-0.978, 2.721, 3.307)
H (-0.513, 1.133, 5.124)
H (-1.919, 0.137, 4.654)
H (2.996, 2.009, 2.047)
H (1.719, 2.384, 0.877)
H (1.284, 1.741, 2.478)

Atoms 1-3, force components in eV/Å:
C -0.12 -0.18 0.07
C 0.01 0.03 -0.03
C 0.10 -0.18 0.09

Here are the natural (NBO) charges for atoms 1 to 4, given in e: -0.598, -0.306, -0.598, 0.688

---

No. 6
Computed, not measured: an isolated molecule of C24H31NO5, with ωB97M-V/def2-TZVPD.

Results
E_HOMO = -8.060 eV
E = -37118.9505 eV
relative energy (zero: lowest compared OMol25 entry of this formula, charge and spin) = 0.0 kJ/mol
LUMO = 0.0269 Ha
Kohn-Sham gap = 0.323 hartree
total charge = 0

Cartesian coordinates (Å):
C (1.152, 3.954, -0.282)
C (1.513, 3.189, -1.547)
O (1.364, 1.782, -1.364)
C (0.134, 1.278, -1.532)
O (-0.811, 1.944, -1.864)
C (0.112, -0.226, -1.292)
C (0.858, -0.889, -2.476)
C (0.315, -0.460, -3.811)
C (-0.728, -1.149, -4.411)
C (-1.239, -0.717, -5.624)
C (-0.717, 0.396, -6.247)
C (0.341, 1.091, -5.660)
O (0.802, 2.169, -6.357)
C (1.856, 2.922, -5.813)
C (0.852, 0.654, -4.445)
C (-1.335, -0.715, -1.200)
C (-2.022, -0.203, 0.063)
N (-1.279, -0.601, 1.244)
C (-1.980, -0.265, 2.472)
C (-1.327, -0.912, 3.663)
C (-0.984, -2.254, 3.617)
C (-0.386, -2.874, 4.703)
C (-0.129, -2.154, 5.857)
O (0.455, -2.648, 7.006)
C (0.816, -4.005, 7.031)
C (-0.473, -0.794, 5.912)
O (-0.224, -0.070, 7.036)
C (-1.063, -0.188, 4.817)
C (0.050, -0.023, 1.214)
C (0.826, -0.569, 0.021)
H (1.744, 3.595, 0.557)
H (0.097, 3.816, -0.057)
H (1.344, 5.013, -0.427)
H (0.870, 3.508, -2.375)
H (2.564, 3.335, -1.808)
H (0.769, -1.972, -2.369)
H (1.914, -0.620, -2.405)
H (-1.138, -2.026, -3.935)
H (-2.054, -1.255, -6.087)
H (-1.103, 0.748, -7.190)
H (2.045, 3.723, -6.526)
H (2.764, 2.321, -5.696)
H (1.582, 3.358, -4.846)
H (1.677, 1.169, -3.977)
H (-1.895, -0.373, -2.071)
H (-1.334, -1.806, -1.181)
H (-3.024, -0.637, 0.125)
H (-2.130, 0.893, 0.002)
H (-2.041, 0.827, 2.625)
H (-3.003, -0.646, 2.380)
H (-1.179, -2.814, 2.717)
H (-0.129, -3.920, 4.639)
H (-0.056, -4.653, 6.895)
H (1.244, -4.179, 8.017)
H (1.563, -4.235, 6.265)
H (0.183, -0.661, 7.683)
H (-1.313, 0.859, 4.888)
H (0.562, -0.294, 2.141)
H (0.006, 1.081, 1.157)
H (1.837, -0.161, 0.019)
H (0.886, -1.655, 0.112)

Atoms 1-3, force components in eV/Å:
C 0.02 -0.33 -0.24
C -0.11 0.55 -0.07
O 0.30 -0.18 0.11

Here are the natural (NBO) charges for atoms 1 to 4, given in e: -0.634, -0.077, -0.534, 0.835

---

No. 7
Computed, not measured: a structure of composition C24H31O7Ti in a non-equilibrium geometry, with ωB97M-V/def2-TZVPD.

Results
E_HOMO (spin up / spin down) = -0.855 / -0.957 eV
E = -62839.2716 eV
LUMO (spin up / spin down) = 0.0831 / 0.0831 Ha
Kohn-Sham gap (spin up / spin down) = 0.115 / 0.118 hartree
total charge = -1

Cartesian coordinates (Å):
C (2.139, -0.813, -2.368)
C (0.774, -0.218, -2.039)
C (3.047, -0.617, -1.123)
C (2.359, 0.505, -0.323)
H (4.042, -0.338, -1.479)
H (3.152, -1.559, -0.579)
C (1.161, 0.987, -1.160)
H (0.205, -0.982, -1.482)
H (0.208, 0.050, -2.947)
C (0.145, 1.447, -0.158)
H (1.413, 1.816, -1.830)
H (3.057, 1.341, -0.176)
C (1.696, 0.159, 1.063)
C (2.029, -2.240, -2.853)
C (2.783, -0.154, -3.585)
O (3.957, 0.188, -3.650)
O (1.103, -2.997, -2.587)
O (3.062, -2.586, -3.637)
O (1.968, 0.024, -4.638)
C (2.737, 0.529, -5.737)
H (2.050, 0.631, -6.579)
H (3.538, -0.188, -5.956)
H (3.191, 1.493, -5.470)
C (2.905, -3.887, -4.200)
H (2.670, -4.611, -3.413)
H (3.855, -4.106, -4.687)
H (2.089, -3.864, -4.935)
O (0.283, 0.680, 1.037)
H (-0.890, 1.358, -0.517)
H (0.366, 2.498, 0.096)
C (2.427, 0.842, 2.213)
C (1.570, -1.327, 1.353)
H (2.560, -1.794, 1.417)
H (0.983, -1.819, 0.566)
H (1.049, -1.449, 2.311)
H (1.877, 0.686, 3.152)
H (2.544, 1.922, 2.053)
H (3.437, 0.416, 2.327)
Ti (-2.617, 0.660, 2.416)
C (-3.373, 2.742, 3.276)
C (-2.146, 2.994, 2.577)
C (-2.371, 2.724, 1.192)
H (-1.248, 3.451, 2.996)
C (-3.717, 2.278, 1.037)
C (-4.348, 2.325, 2.325)
H (-5.403, 2.166, 2.549)
H (-3.562, 2.909, 4.334)
H (-1.699, 2.999, 0.385)
H (-4.184, 2.052, 0.079)
C (-3.408, -1.460, 3.097)
C (-4.537, -0.599, 2.923)
C (-4.659, -0.333, 1.521)
H (-5.197, -0.258, 3.721)
C (-3.557, -0.932, 0.843)
C (-2.783, -1.645, 1.817)
H (-1.966, -2.332, 1.601)
H (-3.176, -2.011, 4.008)
H (-5.528, 0.117, 1.040)
H (-3.383, -0.954, -0.233)
O (-2.277, 0.819, 4.425)
C (-1.133, 0.265, 4.303)
O (-0.829, -0.182, 3.145)
H (-0.442, 0.179, 5.143)

Atoms 1-3, force components in eV/Å:
C 0.25 -0.18 -1.07
C -0.10 -0.08 0.37
C -0.19 -0.19 -0.24

Here are the natural (NBO) charges for atoms 1 to 4, given in e: -0.268, -0.390, -0.386, -0.246